No. 1
ORCA calculation (wB97M-V/def2-TZVPD) on 8 unconnected molecules or ions with the total composition C38H70N7O11P.

Net charge   0
Electronic energy   -82766.7732 eV
SMILES string   CCOCCOc1cccc2c1C(=O)C=C(P(C)CC)C2=O.CN(C)C=O.CN(C)C=O.CN(C)C=O.CN(C)C=O.CN(C)C=O.CN(C)C=O.CN(C)C=O
Frontier orbital gap   6.36 eV
E_HOMO   -0.306 Ha

Cartesian coordinates (Å):
P (0.161, -4.006, -3.088)
O (-3.603, 6.651, 1.545)
O (-0.682, -7.017, 2.476)
O (-7.819, 0.746, -2.914)
O (-3.823, 6.328, -4.321)
O (3.134, -2.493, 4.494)
O (8.512, 0.472, 8.683)
O (1.194, -0.753, -3.837)
O (6.363, -5.237, -3.531)
O (2.128, -2.391, -0.593)
O (-4.220, -1.029, -1.691)
O (-4.906, 1.765, -2.710)
N (1.216, -5.698, 2.605)
N (4.876, -1.115, 5.148)
N (-2.082, 7.706, -3.667)
N (4.885, -3.456, -3.476)
N (-5.582, 5.968, 0.558)
N (6.779, 0.142, 10.182)
N (1.840, -0.331, 0.424)
C (-0.521, 1.908, -4.331)
C (-6.235, 5.094, -0.394)
C (3.667, -1.757, 5.315)
C (5.912, -0.800, 10.858)
C (2.327, 0.635, 1.386)
C (-0.885, -5.186, -4.165)
C (-2.951, 3.235, -3.837)
C (3.538, -2.994, -3.216)
C (-1.519, 8.562, -2.644)
C (1.845, -4.430, 2.303)
C (-3.055, -0.991, -2.392)
C (7.746, -0.267, 9.288)
C (6.624, 1.555, 10.453)
C (-8.713, -0.948, -1.129)
C (-0.110, -0.883, -3.536)
C (5.439, -0.259, 6.171)
C (-2.181, -2.381, -2.479)
C (0.029, -4.707, -1.307)
C (-1.350, 7.519, -4.902)
C (5.245, -4.779, -3.329)
C (-7.870, -0.681, -2.542)
C (-6.925, 0.795, -4.081)
C (-1.420, 3.293, -4.424)
C (-0.765, -2.329, -3.022)
C (-4.219, 5.942, 0.759)
C (-6.389, 6.896, 1.322)
C (-2.550, 0.436, -3.072)
C (0.640, -0.027, -0.327)
C (2.484, -1.530, 0.203)
C (-3.291, 7.064, -3.500)
C (-0.973, -4.561, -5.709)
C (-5.716, 1.919, -3.964)
C (1.983, -6.711, 3.300)
C (-0.089, -5.969, 2.252)
C (5.883, -2.498, -3.903)
C (5.608, -1.302, 3.913)
C (-1.021, 0.497, -3.660)
C (-3.485, 1.788, -3.193)
H (0.877, -0.034, -1.396)
H (-9.594, -1.688, -1.360)
H (-6.769, -1.065, -2.328)
H (7.566, 1.948, 10.849)
H (6.273, -2.801, -4.880)
H (-0.110, -0.798, -0.128)
H (-1.066, 4.301, -4.906)
H (3.570, -2.241, -2.423)
H (6.411, -0.660, 6.473)
H (3.236, 0.278, 1.878)
H (-2.643, -3.389, -2.100)
H (-0.547, 8.161, -2.343)
H (1.553, 0.805, 2.140)
H (0.246, 0.953, -0.044)
H (5.826, -2.367, 3.786)
H (1.155, -3.762, 1.780)
H (-6.391, -0.229, -4.330)
H (-6.049, 7.916, 1.117)
H (-1.391, 9.567, -3.055)
H (2.719, -4.610, 1.671)
H (0.886, -5.460, -1.045)
H (6.706, -2.494, -3.181)
H (-6.139, 3.030, -3.919)
H (3.134, -2.549, -4.130)
H (4.411, -5.420, -3.000)
H (-5.510, 4.448, -0.897)
H (-1.132, 6.454, -5.030)
H (-0.338, -6.241, -4.159)
H (4.986, -0.968, 3.077)
H (-1.949, -3.914, -5.749)
H (2.546, 1.572, 0.865)
H (2.892, -3.819, -2.902)
H (5.451, -1.496, -3.974)
H (-8.276, -1.384, -3.414)
H (-1.082, -5.432, -6.490)
H (5.822, 1.724, 11.177)
H (0.573, 1.979, -4.801)
H (-2.173, 8.613, -1.769)
H (2.994, -6.353, 3.512)
H (5.566, 0.746, 5.760)
H (2.033, -7.609, 2.676)
H (-0.416, 8.087, -4.888)
H (-1.000, -5.286, -1.148)
H (7.777, -1.361, 9.157)
H (-1.990, -5.320, -3.749)
H (-7.538, 1.095, -5.059)
H (-5.050, 1.765, -4.942)
H (6.542, -0.734, 3.927)
H (-3.703, 5.200, 0.127)
H (6.391, 2.074, 9.518)
H (-6.750, 5.705, -1.140)
H (6.054, -0.699, 11.938)
H (-9.052, 0.097, -0.719)
H (6.137, -1.828, 10.561)
H (2.159, -3.959, 3.239)
H (-3.761, 7.276, -2.525)
H (3.197, -1.545, 6.290)
H (-6.961, 4.472, 0.137)
H (4.785, -0.209, 7.046)
H (-1.972, 7.853, -5.739)
H (-0.578, -5.130, 1.730)
H (-3.670, 4.164, -3.861)
H (1.476, -6.961, 4.237)
H (0.042, -3.872, -0.463)
H (-0.073, -3.839, -5.960)
H (-7.445, 6.801, 1.055)
H (-7.978, -1.414, -0.345)
H (-6.259, 6.689, 2.388)
H (3.384, -1.659, 0.826)
H (4.873, -0.571, 10.601)

Mulliken population analysis, charges in e, atoms 1 to 4: -0.050 -0.617 -0.628 -0.361

---

No. 2
ORCA calculation (wB97M-V/def2-TZVPD) on 4 unconnected molecules or ions with the total composition C38H72BFIN7O5P.

Net charge   +1
Electronic energy   -82018.3125 eV
Frontier orbital gap   7.30 eV
E_HOMO   -0.395 Ha

Cartesian coordinates (Å):
I (3.661, -1.299, 3.048)
P (4.593, -0.900, 0.821)
F (2.209, -1.559, -0.088)
O (-2.176, -2.103, 2.198)
O (6.016, -0.118, 1.114)
O (-3.781, 2.927, 0.590)
O (4.610, 2.738, -4.054)
O (0.821, -0.083, 1.593)
N (-0.121, 3.527, 0.898)
N (3.113, 3.953, -2.543)
N (-1.184, -5.029, -0.552)
N (-6.908, -1.058, 3.501)
N (1.176, 1.824, -2.847)
N (3.437, 1.315, -2.504)
N (1.912, -0.210, -1.877)
C (-2.744, 1.234, -2.485)
C (-4.686, -1.558, 4.801)
C (-5.044, 2.321, 0.388)
C (-1.483, -0.984, -2.457)
C (-3.280, -1.952, 1.312)
C (-0.961, -1.743, 1.563)
C (-2.474, 1.610, -1.018)
C (3.518, 0.452, -0.088)
C (-1.170, -2.027, -3.532)
C (1.450, -7.088, 1.093)
C (-5.928, -1.279, 4.067)
C (-1.184, 6.682, 1.853)
C (-0.230, 7.246, 0.806)
C (2.181, -0.228, -0.433)
C (-0.610, 5.466, 2.589)
C (4.614, -1.588, -2.414)
C (1.324, -2.067, -4.208)
C (0.920, 0.309, 0.255)
C (3.838, -1.578, -3.756)
C (-0.714, -5.970, 1.846)
C (-2.819, -0.270, -2.732)
C (0.211, -2.664, -3.323)
C (5.271, 1.955, -1.114)
C (-3.028, 2.989, -0.608)
C (3.352, 1.570, 0.961)
C (4.327, 0.845, -1.371)
C (-0.332, 4.378, 1.646)
C (2.187, 1.015, -2.401)
C (5.253, -0.259, -1.982)
C (-5.450, -0.192, 6.811)
C (2.676, 2.875, 0.472)
C (-3.509, -3.181, 0.433)
C (2.681, -2.611, -3.707)
C (-0.534, -0.333, 1.926)
C (6.009, 2.762, -0.584)
C (0.794, -6.123, 2.076)
C (-0.982, -5.445, 0.503)
C (-4.941, -1.539, 6.312)
B (3.727, 2.711, -3.013)
H (-5.754, 2.651, 1.141)
H (-3.714, 1.659, -2.760)
H (0.730, 1.374, 0.106)
H (-1.120, -1.879, 0.488)
H (-2.017, 1.736, -3.128)
H (-0.682, -0.200, 2.994)
H (3.427, 3.641, 0.301)
H (1.264, -0.979, -4.148)
H (0.720, 7.542, 1.258)
H (0.316, 5.729, 3.103)
H (-3.633, -0.666, -2.125)
H (-1.931, -2.800, -3.447)
H (2.505, -2.966, -2.691)
H (-0.664, 8.125, 0.330)
H (-0.218, -2.483, 1.862)
H (-4.520, -3.185, 0.040)
H (2.033, 2.774, -0.388)
H (-4.743, 0.607, 6.577)
H (-4.010, -1.784, 6.828)
H (4.311, 1.858, 1.384)
H (5.945, 0.843, 1.036)
H (-0.698, -0.224, -2.382)
H (0.996, -8.079, 1.155)
H (-1.413, 7.458, 2.584)
H (-4.180, -1.854, 1.932)
H (-6.412, 0.062, 6.365)
H (-3.122, -0.416, -3.769)
H (-1.141, -5.283, 2.579)
H (-1.220, -1.570, -4.521)
H (1.160, -2.448, -5.213)
H (0.947, -0.455, -2.083)
H (0.739, 2.512, -2.257)
H (0.089, -0.204, -0.250)
H (-3.672, 3.427, -1.379)
H (-2.225, 3.691, -0.396)
H (2.978, -3.486, -4.278)
H (3.519, -0.592, -4.082)
H (6.140, -0.450, -1.389)
H (4.511, -1.940, -4.532)
H (-2.124, 6.408, 1.371)
H (2.513, -7.189, 1.312)
H (-4.309, -2.534, 4.495)
H (3.769, 4.464, -1.959)
H (0.491, -2.645, -2.265)
H (-1.318, 5.105, 3.335)
H (-5.665, -2.314, 6.572)
H (-3.274, -4.086, 0.979)
H (-1.387, 1.677, -0.903)
H (5.442, -2.282, -2.542)
H (-3.941, -0.809, 4.530)
H (-2.814, -3.112, -0.402)
H (-2.846, 0.873, -0.309)
H (2.923, 4.564, -3.330)
H (5.647, 0.201, -2.893)
H (3.968, -2.049, -1.674)
H (1.278, -5.147, 1.995)
H (2.788, 1.216, 1.817)
H (-4.929, 1.238, 0.470)
H (-1.217, -6.932, 1.953)
H (-1.589, -1.471, -1.485)
H (2.060, 3.247, 1.267)
H (0.897, 1.790, -3.812)
H (0.120, -3.723, -3.564)
H (6.602, 3.564, -0.229)
H (-1.161, 0.398, 1.405)
H (0.960, -6.480, 3.093)
H (-5.589, -0.214, 7.892)
H (5.169, 3.513, -3.945)
H (-5.469, 2.587, -0.583)
H (-0.023, 6.519, 0.019)
H (-3.182, -1.056, 0.693)
H (1.360, -6.734, 0.065)

Mulliken population analysis, charges in e, atoms 1 to 4: -0.156 -0.021 -0.446 -0.502

---

No. 3
ORCA calculation (wB97M-V/def2-TZVPD) on 14 unconnected molecules or ions with the total composition C38H73ClF15N11O20S5.

Net charge   +2
Electronic energy   -205356.6199 eV
Frontier orbital gap   2.98 eV
E_HOMO   -0.313 Ha

Cartesian coordinates (Å):
Cl (-0.157, 1.927, 4.377)
S (-0.335, 9.952, -4.221)
S (6.331, -3.036, -2.276)
S (-0.436, -9.513, -4.078)
S (-6.805, 2.181, -3.259)
S (-3.381, -5.288, 7.498)
F (-7.780, 4.651, -3.842)
F (8.226, -1.593, -1.058)
F (-1.798, -11.674, -3.168)
F (-2.351, 8.257, -4.888)
F (6.361, -1.419, -0.036)
F (-0.079, -11.105, -1.960)
F (-5.998, -4.978, 6.654)
F (-7.328, 3.368, -5.609)
F (7.603, -3.331, -0.007)
F (-5.817, -4.854, 8.827)
F (-9.058, 3.058, -4.535)
F (0.253, -12.147, -3.952)
F (-0.374, 7.244, -4.728)
F (-5.558, -6.768, 7.871)
F (-0.689, 8.529, -6.338)
O (-0.896, -9.798, -5.455)
O (1.111, 10.183, -4.473)
O (-7.676, 1.006, -3.246)
O (-1.200, 11.017, -4.766)
O (0.304, -3.956, -7.713)
O (-1.575, -8.757, -3.493)
O (-3.047, -6.145, 6.363)
O (5.693, -1.997, -3.123)
O (-3.239, -3.816, 7.216)
O (-11.955, -1.097, 4.746)
O (-0.590, 9.749, -2.791)
O (0.944, -8.936, -3.932)
O (-6.593, 2.817, -1.992)
O (-5.482, 2.022, -3.905)
O (-6.339, 0.441, 6.606)
O (-2.896, -5.658, 8.843)
O (9.917, 1.635, 3.432)
O (7.404, -3.771, -2.979)
O (-3.277, 5.053, -10.734)
O (5.436, -3.961, -1.613)
N (3.255, -3.045, 7.638)
N (-1.001, 4.280, -11.061)
N (7.151, 6.641, -2.346)
N (-4.399, 1.308, 7.734)
N (3.069, -4.147, 5.634)
N (7.501, 4.726, -3.537)
N (-0.502, -0.562, -1.265)
N (1.154, -4.022, -9.976)
N (8.220, 2.855, 4.696)
N (-1.858, -1.669, 0.184)
N (-12.535, -2.992, 6.125)
C (-0.283, -1.939, -1.442)
C (-5.416, 1.283, 6.629)
C (-2.236, 3.740, -8.878)
C (-5.585, 2.469, 5.703)
C (3.112, -1.964, 8.712)
C (2.668, -4.464, 4.312)
C (1.805, -2.188, 9.480)
C (8.271, 5.934, -1.675)
C (-11.885, -2.334, 4.842)
C (-0.777, 5.332, -12.165)
C (6.658, 5.863, -3.348)
C (-2.259, 4.527, -10.186)
C (-1.470, -0.419, -0.283)
C (-7.778, 3.409, -4.379)
C (2.495, -3.515, -9.579)
C (7.157, -2.294, -0.745)
C (2.530, -3.145, 6.412)
C (4.238, -4.565, 6.243)
C (-4.984, 0.817, 9.135)
C (-0.529, -11.264, -3.258)
C (4.328, -3.894, 7.528)
C (-1.004, 8.353, -5.082)
C (0.127, -4.369, -8.819)
C (-1.166, -2.571, -0.598)
C (-2.817, -2.003, 1.203)
C (-1.123, -5.009, -9.316)
C (7.335, 3.696, -4.579)
C (-5.329, -5.457, 7.705)
C (5.136, 7.618, -1.209)
C (9.335, 1.850, 4.547)
C (-0.024, 0.545, -2.053)
C (1.090, 1.297, -1.337)
C (6.890, 2.385, 4.098)
C (8.426, 4.726, -2.368)
C (-11.969, -2.540, 7.508)
C (-11.116, -3.182, 3.754)
C (9.739, 1.092, 5.757)
C (6.453, 7.857, -1.841)
H (3.322, -5.188, 3.828)
H (-5.178, 1.647, 9.814)
H (8.532, 3.770, 4.403)
H (-4.608, 2.807, 5.359)
H (-3.092, 3.981, -8.248)
H (-0.670, 6.299, -11.675)
H (2.495, -2.445, -9.373)
H (-4.132, 0.282, 9.554)
H (-10.917, -2.693, 2.801)
H (10.675, 0.540, 5.672)
H (-11.750, -4.025, 3.480)
H (-1.671, 5.436, -12.779)
H (9.071, 0.293, 6.076)
H (2.693, -4.025, -8.635)
H (1.395, -4.769, -10.611)
H (-3.618, 0.762, 7.399)
H (-2.732, -3.052, 1.485)
H (-1.191, 3.432, -11.575)
H (-12.015, -1.454, 7.425)
H (-1.781, -5.484, -8.589)
H (-1.408, 4.016, -8.225)
H (0.968, -2.265, 8.787)
H (-2.196, 2.662, -9.037)
H (3.979, -1.915, 9.370)
H (0.698, 1.512, -0.343)
H (1.618, -4.753, 4.358)
H (-3.833, -1.859, 0.835)
H (5.870, 6.103, -4.047)
H (6.856, 2.754, 3.073)
H (5.215, 7.475, -0.131)
H (6.261, 3.509, -4.561)
H (-0.133, 4.161, -10.558)
H (-1.536, -3.583, -0.521)
H (0.626, -3.293, -10.433)
H (-1.876, 0.468, 0.181)
H (6.809, 1.366, 4.477)
H (-3.954, 2.214, 7.771)
H (1.694, -2.503, 6.181)
H (3.102, -0.977, 8.250)
H (1.727, -2.971, 10.235)
H (-10.148, -3.448, 4.179)
H (-13.493, -2.680, 6.190)
H (4.921, -5.302, 5.848)
H (9.860, 1.732, 6.631)
H (-6.040, 2.100, 4.783)
H (8.791, 6.302, -0.803)
H (3.237, -3.885, -10.286)
H (-0.644, -5.849, -9.817)
H (9.076, 3.881, -2.194)
H (4.612, 6.771, -1.650)
H (-5.756, 0.057, 9.019)
H (7.231, 8.289, -1.211)
H (5.086, -3.889, 8.298)
H (0.086, 5.082, -12.784)
H (-2.651, -1.516, 2.164)
H (-0.919, 1.158, -2.156)
H (4.555, 8.540, -1.227)
H (-1.699, -4.608, -10.151)
H (1.901, 0.618, -1.073)
H (7.650, 4.035, -5.565)
H (-12.539, -3.051, 8.284)
H (0.368, -2.285, -2.232)
H (-12.582, -3.996, 6.030)
H (-6.235, 3.242, 6.114)
H (2.602, -3.577, 3.682)
H (0.214, 0.268, -3.080)
H (1.493, -1.240, 9.917)
H (6.267, 8.569, -2.646)
H (6.093, 2.771, 4.733)
H (7.871, 2.792, -4.286)
H (-10.982, -2.962, 7.317)
H (1.435, 2.267, -1.693)
H (8.053, 3.039, 5.675)

Mulliken population analysis, charges in e, atoms 1 to 4: -0.983 1.076 1.086 1.075